Entry 1:
Computed, not measured: C42H63ClCsIN8O4SSe as an isolated structure, with ωB97M-V/def2-TZVPD.

For the frontier orbital gap, the calculation gives 0.2170 Ha. As for the charge: -2. As for the electronic energy: -162047.8368 eV. The calculation puts the HOMO energy at -2.497 eV. Its energy above the lowest of the compared OMol25 structures with the same formula, charge and spin is 25.9 kJ/mol.

Positions of all 122 atoms, in Å:
H: -4.5308 5.3119 -0.0269
H: 1.5260 -2.8924 5.4103
H: -3.5295 -1.0104 5.6633
C: -3.1344 3.0576 -0.9839
C: -0.8943 -1.0888 5.1829
H: 1.4553 -1.9713 -1.5507
H: 3.3022 -2.0064 2.1459
C: -1.2793 1.5335 -1.2547
H: -3.3586 4.2084 -3.4581
C: 7.3520 2.2041 -4.1323
H: -1.3844 -1.1122 -6.1415
C: 3.9815 -2.1736 1.3179
C: -4.4360 -0.1321 3.1959
C: -2.5027 -2.9966 4.9217
H: 4.6139 -2.2662 -1.1772
C: 6.1914 1.6080 -3.6481
N: -1.5402 2.7865 4.3443
H: -6.1907 3.1891 -2.5700
H: -3.5238 -0.5484 2.7643
C: 4.9034 1.7867 -4.4010
N: -2.0454 5.1860 4.0503
H: -5.0971 -1.9204 4.2563
C: -0.4319 0.6772 -3.4624
H: -5.5684 -1.8742 2.5718
H: -6.0007 5.0120 -0.9677
C: -1.8087 3.9104 4.1785
H: -1.6112 0.6284 -5.9605
H: 3.5047 -3.4910 -1.7019
H: -1.6520 -4.3565 7.3054
C: -3.8984 4.7271 -2.6627
H: -1.9172 -3.0123 -0.6409
S: 0.7821 -0.7211 5.1896
H: 4.3759 -1.2404 0.9137
H: 9.5428 1.2183 -1.7795
C: -1.6240 2.5061 0.7822
N: -0.9205 1.6732 0.0242
H: 1.4066 -0.9426 -7.4271
H: -1.3860 0.7815 4.6902
H: -2.6573 2.0331 -2.8105
H: -3.2465 3.8824 1.0147
N: -1.3077 -2.3372 5.4688
C: 8.5714 2.0777 -3.4838
O: 2.2514 -3.5855 0.4591
H: -3.6269 1.6253 4.1573
C: -4.3582 3.7551 -1.5672
C: -5.4357 -1.2544 3.4598
H: 9.5977 3.3249 -4.9064
H: -4.8224 2.1512 -2.9900
H: 8.5882 -0.0495 -0.1344
C: 3.3093 -3.0008 0.2392
N: -1.7831 -0.1334 4.8875
H: 4.5025 0.8177 -4.7083
C: -5.1311 4.5386 -0.5039
H: 7.2602 -1.1054 -0.6763
N: 3.9668 -3.0276 -0.9371
N: -3.5697 6.0329 2.2915
C: -0.9381 -0.1372 -6.3480
H: 0.9626 -2.1067 -6.1732
C: -4.0894 0.6805 4.4400
C: -3.1481 -0.0264 5.4125
H: -1.3076 2.6053 1.8162
H: -3.3087 -3.0166 5.6652
N: 0.2074 -0.3567 -1.4158
C: 9.8213 2.7228 -4.0242
C: 7.4649 0.7190 -1.7970
H: 2.0504 1.4351 -5.5581
H: -3.2399 5.4898 -2.2435
H: -4.7641 5.2259 -3.1064
H: -5.6020 1.9796 -1.4161
I: 5.6580 -3.2263 2.1282
H: -2.1303 -6.4673 5.1350
H: -0.3739 -5.2383 6.4689
C: 1.0642 1.3435 -6.0174
C: -2.3359 -5.4876 5.5765
H: 10.2862 3.3760 -3.2813
Cl: -3.4173 -1.2156 -0.7682
H: -4.8520 0.5408 2.4403
C: -2.7293 3.2176 0.3331
H: -0.5361 -2.9649 5.6360
H: -3.3778 -5.5140 5.9151
C: -2.3712 2.2082 -1.7811
O: 1.6412 -3.8577 5.2930
H: -5.4923 3.8754 0.2839
H: -3.0958 0.5501 6.3437
C: 8.6014 1.3290 -2.3132
C: -2.2053 -4.4300 4.4781
H: 7.2968 2.7890 -5.0475
Se: 4.6466 0.0294 -1.7981
H: 2.3701 -1.0509 -5.9512
H: 6.8901 0.3351 0.2326
C: 1.3548 -1.1026 -6.3478
H: -1.2047 -4.4628 4.0389
H: -0.9691 1.4774 -3.9540
C: -1.4187 -5.2847 6.7806
H: 1.6793 -1.8950 -3.9950
H: 1.1669 1.4837 -7.0968
C: 0.9242 -1.2162 -2.1205
H: -1.5250 -6.1035 7.4958
H: -2.8310 -2.4318 4.0503
H: -0.8706 -0.0100 -7.4316
H: -6.4074 -0.8463 3.7557
H: 4.1416 2.2352 -3.7601
H: 10.5652 1.9741 -4.3107
C: 1.0360 -1.1799 -3.5032
H: 0.4371 2.1461 -5.6276
C: -2.8585 5.5975 3.1064
H: 1.7225 -3.9617 4.3395
C: 6.2332 0.8483 -2.4665
C: -2.9434 -3.0041 1.2718
C: -0.4646 0.5888 -2.0786
C: 0.4576 -0.0358 -5.7194
H: -2.8980 -4.6511 3.6635
Cs: -0.0265 -0.7587 1.7047
C: -2.9310 -2.8715 -0.2679
C: 7.5671 -0.0689 -0.5232
H: -3.6180 -3.5735 -0.7273
C: 0.3505 -0.2023 -4.2073
C: -5.2955 2.7022 -2.1747
H: -5.0074 0.9262 4.9880
O: -3.7128 -3.8458 1.7566
O: -2.1345 -2.2402 1.8620
H: 5.0541 2.4170 -5.2814

Forces on atoms 1 to 6 (eV/Å):
0.0 0.0 0.0
0.1 0.0 -0.1
0.0 0.0 0.0
0.0 0.0 0.0
0.1 0.1 0.0
0.0 0.0 0.0


Entry 2:
Computed, not measured: C42H63ClCsIN8O4SSe as an isolated structure, with ωB97M-V/def2-TZVPD.

For the frontier orbital gap, the calculation gives 0.1745 Ha. As for the charge: -2. As for the electronic energy: -162045.9044 eV. The calculation puts the HOMO energy at -1.844 eV. Its energy above the lowest of the compared OMol25 structures with the same formula, charge and spin is 212.4 kJ/mol.

Positions of all 122 atoms, in Å:
N: 1.7011 2.2123 9.0626
C: 2.1159 2.2038 7.9716
O: 0.8816 4.7986 -0.7116
C: -2.6763 -5.2968 3.5076
Cs: 0.5236 1.6997 2.1220
H: 0.2258 -1.2887 -1.4900
C: 3.5120 -3.0527 1.2788
H: 6.0246 4.0844 -4.0353
C: -4.7644 -6.6381 4.0100
H: -6.6967 4.6230 -0.2431
C: -7.0972 0.5045 -0.8506
H: -4.9016 -1.6285 -2.5550
H: 8.4069 2.3601 -3.5144
H: -3.9203 -5.2476 -1.1058
C: -0.5506 -4.0299 3.1939
H: -5.7913 -6.2643 4.0567
H: 5.5885 0.5179 -5.2126
H: 0.4362 3.2739 -2.8032
C: 0.0194 4.2710 -2.8791
C: -3.1389 0.2446 2.7707
O: 0.1527 -0.6062 -2.1696
H: 7.4047 3.0241 -2.2067
C: -3.9097 -5.7862 3.0990
H: 5.9530 -1.3516 -0.2884
H: -3.6345 -3.5327 -0.8574
H: 7.9675 -3.4560 2.0541
H: -8.1722 0.4002 -0.6788
N: -4.0233 1.0616 -0.6638
H: -3.9272 -0.9769 -0.3323
H: 7.5117 -2.0759 1.0498
H: -0.6577 -0.1334 -1.9400
C: 6.4843 0.7124 -4.6170
C: -2.4107 1.5678 2.4053
H: 6.5345 -5.3389 2.4076
H: 5.2654 -4.3246 3.1112
I: 1.3485 5.3878 -4.1387
H: -0.3936 -4.3547 4.2267
H: -1.8842 5.7487 -1.9301
H: 7.3441 -4.9627 0.0756
C: -3.9756 -0.3003 -1.1896
C: 3.8780 -0.8197 -0.2333
N: -3.5394 3.3077 -0.6027
H: 5.8134 -0.1725 -2.0569
H: -1.2436 6.0668 -0.3501
Cl: -4.9228 0.4790 2.5700
H: -0.9416 4.2221 -3.3749
H: -4.3624 -6.6473 5.0250
H: -5.1485 4.3729 -2.2417
H: 5.1549 3.0741 -5.2036
C: -4.3288 -5.4678 1.8139
N: -1.1264 5.6897 -1.2748
C: 4.7987 -2.7678 0.8501
C: -3.5585 -4.6968 0.9451
H: 7.7603 1.2943 -2.2522
H: -4.8117 -7.6745 3.6599
H: -6.4296 -1.5338 -0.5917
C: 6.4808 -4.3197 -0.1257
N: 2.6501 -1.0939 0.2083
O: -1.7722 1.5576 1.3200
H: 6.7904 -2.2706 2.6516
C: -0.0203 4.9296 -1.5160
C: -5.9011 5.3543 -0.4276
C: -5.5329 5.3388 -1.9146
C: 5.6421 -4.7510 2.1782
H: 6.7013 -0.1846 -4.0341
N: 2.6939 2.1896 6.7995
C: 7.5414 2.1675 -2.8714
H: -6.6395 0.7830 0.0988
C: -4.1135 -4.4108 -0.4268
C: -4.2234 3.6607 0.6360
H: -3.5563 3.5716 1.4959
C: 5.1000 1.7233 -2.7795
C: 4.0694 2.6405 -2.6390
H: -2.8784 3.9778 -0.9531
H: 6.9135 3.2499 -5.3152
C: 2.1890 2.1859 5.6074
C: 6.2820 1.9413 -3.7220
H: 1.4507 -2.4107 1.2418
H: 5.6864 -4.9312 -0.5609
C: 6.0749 3.1622 -4.6194
C: 5.9985 -3.6553 1.1719
H: -4.2885 1.1515 0.3059
C: 2.4740 -2.1905 0.9379
C: -3.4713 2.1219 -1.2432
C: 7.1335 -2.8093 1.7649
H: 3.2884 -3.9256 1.8769
O: -2.5277 2.5174 3.2010
H: -5.1957 -4.2545 -0.3797
H: 7.3238 0.8817 -5.2981
C: 3.0716 2.3964 -1.7015
H: -2.9857 -0.0113 3.8135
C: -4.7575 5.0890 0.5627
H: -4.7685 6.0957 -2.1306
C: 5.0470 0.5885 -1.9740
H: -6.4087 5.5763 -2.5265
C: -2.2931 -4.2150 1.3583
S: -2.7444 2.0872 -2.7871
H: -5.3005 -5.8274 1.4729
H: 4.8862 -5.4316 1.7794
N: 1.8919 2.1891 4.4726
H: -6.9452 1.3289 -1.5541
C: -1.8697 -4.5231 2.6728
H: 0.2688 -4.3949 2.5684
H: -6.3183 6.3395 -0.1943
H: -3.9246 5.7750 0.3512
H: -5.1147 5.3334 1.5666
C: -5.1496 -0.6686 -2.0934
Se: -1.1793 -3.1892 0.1918
H: 2.2848 3.1275 -1.5383
C: 4.0028 0.4129 -1.0762
H: -7.2121 -1.2167 -2.1311
H: 6.7741 -3.5715 -0.8664
H: -2.8415 -0.5691 2.1123
H: -5.0607 2.9756 0.7851
H: -3.0503 -0.4185 -1.7453
H: 4.0185 3.5424 -3.2333
H: -5.2118 0.0742 -2.8956
C: 4.9664 -1.6243 0.0684
N: 3.0330 1.3166 -0.9329
H: -2.3289 -5.5209 4.5154
H: -0.5020 -2.9398 3.1494
C: -6.5095 -0.8009 -1.4024

Forces on atoms 1 to 6 (eV/Å):
0.2 0.0 -0.3
-0.4 0.0 -0.1
-0.3 0.1 -0.1
0.0 0.0 0.0
2.3 0.0 -0.4
0.0 0.1 0.0


Entry 3:
Computed, not measured: C42H63ClN2O5P2ReSi as an isolated structure, with ωB97M-V/def2-TZVPD.

For the frontier orbital gap (spin up / spin down), the calculation gives 0.2999 / 0.2574 Ha. As for the charge: +2. As for the electronic energy: -98883.1866 eV. The calculation puts the HOMO energy (spin up / spin down) at -14.239 / -14.130 eV. Its spin multiplicity is 2. Its energy above the lowest of the compared OMol25 structures with the same formula, charge and spin is 10.6 kJ/mol.

Positions of all 117 atoms, in Å:
P: -0.9761 -1.9597 0.2141
H: -1.8323 2.9622 5.2205
H: -3.1584 3.7779 1.5373
H: 3.1548 0.1199 -3.2297
C: -3.3803 4.3060 3.6363
H: 0.2499 3.1701 3.9103
H: -1.9967 -5.4550 -0.4031
H: 0.6129 1.8719 -3.2644
H: 0.6214 -1.3193 -4.0396
H: 3.5191 -2.2172 2.0592
H: 1.3984 5.5259 -1.7866
C: 2.3756 -1.1845 -5.3062
H: -0.3093 3.7568 -2.2109
H: 3.6558 -1.6424 -1.8028
H: -2.2470 -4.9541 3.4722
C: -2.9567 -3.6806 -1.2228
H: 3.0670 2.5290 -3.4906
C: 2.9262 -2.8213 -3.4702
H: 3.7215 -2.8753 -5.4844
C: 2.7222 -1.7907 -2.3506
Si: 1.3794 -0.2543 1.2273
H: 0.2147 4.4447 0.1158
O: -3.2649 -0.2755 -2.9244
H: 4.3532 -1.5897 -4.4915
H: 0.1462 0.3452 3.3775
H: 6.2466 0.9641 1.6959
H: -3.4291 -5.7634 -1.3444
C: 0.5275 -4.2789 0.7522
H: 3.6260 -4.6691 2.0487
P: 1.6675 0.6651 -1.5930
C: 0.4687 -2.8858 0.7509
H: -4.2314 4.9742 3.5269
H: 0.1344 -4.6117 -3.4400
O: -0.9348 0.0552 -2.4452
C: 1.9423 4.8372 -1.1321
H: -2.4621 -4.2083 1.1459
C: -0.4447 -4.4631 -2.5268
H: 0.0596 -2.3717 -2.3621
C: -1.8163 -2.6435 -1.3008
H: 1.7137 -5.9975 1.2186
C: -1.9521 -2.9903 4.3413
C: -1.6626 -5.3806 -2.5321
H: -3.6801 -3.5245 2.1824
C: 1.6627 -4.9167 1.2211
H: 2.8633 -0.3593 -5.8293
C: -2.6089 -3.4976 1.9560
H: -1.4044 -0.9182 4.6825
H: 3.5854 3.4754 -1.2361
H: -2.3376 -1.7337 -1.5893
Re: -0.4523 0.3699 -0.3983
O: -2.2710 1.8301 -3.3308
C: -1.8483 -3.9781 3.1905
H: 6.4807 1.4863 -0.7041
C: -2.3142 -2.0450 1.4951
C: 1.4410 -0.6283 -4.2163
H: 1.8598 3.7561 -3.7420
C: 0.9481 3.8853 -0.4715
H: 3.6212 -3.5898 -3.1310
H: -0.3044 -4.8685 0.3967
H: -1.3494 -6.4237 -2.5837
H: -3.7490 3.3045 3.8916
C: 1.1877 2.2469 -2.4159
H: -0.3687 -1.7956 3.5650
C: 2.7350 -4.1686 1.6920
C: 4.4138 1.1552 -1.1420
C: 2.3198 3.1315 -2.9691
C: -0.5490 3.8928 3.7583
C: 4.1522 0.5308 1.5628
N: -0.7081 1.5933 1.1602
C: -2.5331 -5.1420 -1.3034
H: 1.7820 -0.2329 3.6550
H: -1.3274 -2.7011 -3.3722
H: 1.7674 -1.7023 -6.0493
H: 2.4413 5.4486 -0.3798
H: -0.9517 4.3882 5.8079
Cl: -2.3359 0.6915 -2.5165
H: 0.9898 0.3018 -4.5616
C: 1.5334 -2.1240 1.2244
H: -1.3892 -3.3496 5.2030
H: -1.9004 -0.1145 2.4118
H: 1.9836 -3.3309 -3.6880
H: 4.0694 0.2851 2.6159
H: -0.7910 -4.1305 2.9573
H: -0.1215 4.8723 3.5411
C: -0.8357 -2.9884 -2.4361
C: 5.5139 1.2074 -0.3057
H: -2.2573 -5.1887 -3.4316
H: -3.5639 -3.4731 -2.1113
C: 0.2366 3.0776 -1.5479
O: -2.5254 1.0557 -1.0779
C: -1.0170 2.4952 1.8342
C: 2.2541 -0.4384 -2.9329
H: 1.5351 1.3987 3.0418
H: 4.5333 1.3991 -2.1905
C: 3.4379 -2.1388 -4.7337
C: 3.1707 0.8099 -0.6092
H: -0.5780 2.4706 -1.1070
C: -1.4102 -1.6499 3.8706
N: -1.3499 3.4811 2.5767
C: 5.3807 0.9110 1.0489
H: -3.2684 -0.9799 3.0604
H: 2.0010 -2.1651 -1.6175
C: -1.4808 3.9677 4.9557
C: 2.6682 -2.7846 1.6982
C: 2.9733 4.0497 -1.9343
C: 3.0340 0.4576 0.7288
O: -2.5738 4.8149 4.6766
H: -2.9934 -2.8834 4.6626
H: -2.3016 5.2601 2.0291
H: -3.6191 -3.4950 -0.3790
H: 0.2199 -4.7307 -1.7025
C: -2.5957 4.2562 2.3371
H: 3.6516 4.7297 -2.4513
C: 1.1605 0.3727 2.9893
C: -2.2388 -1.1061 2.7082
H: -3.1646 -1.7181 0.8830
H: 1.4812 3.2183 0.2185

Forces on atoms 1 to 6 (eV/Å):
-0.3 0.1 -0.1
0.0 0.0 0.0
0.0 0.0 0.0
0.0 0.0 0.0
0.0 0.0 0.0
0.0 0.0 0.0


Entry 4:
Computed, not measured: a 21-piece molecular cluster, C42H63N21 overall, with ωB97M-V/def2-TZVPD.

For the frontier orbital gap, the calculation gives 0.4132 Ha. As for the charge: 0. As for the electronic energy: -75861.5211 eV. The calculation puts the HOMO energy at -11.192 eV. Its energy above the lowest of the compared OMol25 structures with the same formula, charge and spin is 121.6 kJ/mol.

Positions of all 126 atoms, in Å:
C: 4.7374 -6.5597 1.0242
C: -5.0322 0.1476 1.3377
N: -1.2667 4.5130 3.1697
H: 2.6481 3.3620 -3.1525
H: 1.9956 5.2377 -0.8640
H: -5.1965 -3.5480 2.2349
H: 2.4477 -4.3347 4.3033
C: 2.7623 2.3380 -5.0297
H: -2.1766 2.9133 -3.8870
N: -0.3525 0.8304 -1.8612
H: 6.1183 1.7148 -0.7022
C: -0.7438 3.5968 -8.7315
N: -7.3140 -2.7110 4.5040
H: 0.6598 -1.3328 3.7884
C: 4.3095 -0.2226 -3.6588
C: 5.4049 2.1871 -0.0247
H: 6.0015 0.4751 -4.6461
H: 0.1924 3.9626 -9.0165
H: -3.8763 3.3785 4.8966
C: -3.5955 2.3321 4.7734
C: 6.1145 -1.4605 -0.8592
N: 3.8713 3.8141 -1.3248
H: 1.4235 2.0824 -3.4285
C: -0.8014 3.3371 -7.3100
H: 2.0902 -0.6099 -0.5089
C: -3.1007 -3.5468 -1.8623
C: -3.1798 -1.4832 -4.3177
N: -2.7675 6.3761 0.1065
C: 1.2601 6.0419 -0.8530
C: -5.0040 -0.6260 0.0999
H: -5.6715 -0.3917 2.0606
H: 4.0522 -3.8074 4.8755
C: 0.6048 -4.8206 1.3117
H: -4.1612 0.4233 -3.8844
H: -5.3830 1.1624 1.2412
C: 0.7204 -0.8715 8.2381
H: 0.1978 -0.1903 10.1904
H: 5.8695 -1.2546 -4.7993
C: 0.7815 -1.6593 -4.6672
H: -3.5822 -0.4810 -2.5279
H: -2.3540 0.2370 -3.5806
C: -2.5923 3.7418 -3.3256
N: -4.2653 2.8567 -1.4950
H: -4.5284 1.7536 4.8522
H: -0.8903 2.6897 -9.3217
C: -3.5154 3.2532 -2.2679
N: 6.8723 -0.6160 -0.9136
N: 1.5568 -2.6915 -2.3585
N: -1.7840 -5.7755 1.6785
H: 4.4750 -2.4185 -1.6084
H: 4.7201 -0.1616 -5.7255
C: 2.9274 -2.3856 3.7519
C: -2.4661 -3.1202 -0.5697
C: 0.2444 0.2628 -1.0752
C: 0.9562 6.4583 -2.2426
N: 5.0507 -5.4416 1.1585
C: -4.3091 4.9434 1.7646
N: -3.0534 -2.4247 -4.9787
H: -5.8891 -5.0138 2.9844
H: -5.0709 5.5801 2.1418
H: 3.4184 -8.0772 0.4194
C: 5.0805 -2.5676 -0.7298
N: -0.8865 3.1356 -6.2045
N: -1.3630 0.8164 2.7714
H: -1.4832 4.3634 -9.0023
C: -0.9123 -0.0539 3.3545
N: -5.0438 -1.2759 -0.8411
N: 3.2023 1.9646 -6.0265
H: -4.0438 0.1612 1.7518
C: 1.0629 -0.4609 -0.1478
H: -0.9043 -2.1626 3.7650
C: 3.0087 -3.4794 4.6953
H: -0.4329 -1.1128 5.1758
H: 1.2718 3.6071 -4.2213
C: -3.3452 -0.2287 -3.5802
N: 2.8547 -1.4678 3.0760
H: 0.1581 -2.4448 -5.1271
C: -5.4436 -4.0276 3.1832
H: -4.4677 -4.2216 3.7061
H: 5.1844 -8.5020 0.2286
N: -1.9592 -2.7854 0.4235
H: 0.3246 5.7802 -0.3478
H: 2.5311 -3.1431 5.6210
C: -0.1674 -0.1000 9.1949
C: -3.4453 5.8048 0.8807
H: 0.9836 2.5894 2.3962
H: 5.9400 2.6846 0.7649
H: -4.7552 4.1720 1.0919
H: 4.3530 -8.4466 1.8924
C: 0.4151 3.1690 1.6485
C: 4.3966 -7.9930 0.8835
H: 1.2492 0.0910 0.7829
H: -1.8378 4.3930 -2.8729
N: 3.6383 0.0676 -2.7603
H: 0.3500 -0.6429 -4.5182
H: -3.7241 4.5329 2.5791
C: -6.4108 -3.2565 4.0409
H: 1.6657 6.9390 -0.4146
C: 2.0077 2.8904 -3.9057
H: -3.1356 4.3210 -4.0439
H: 0.1223 0.9062 8.8954
H: 1.6436 -1.5284 -5.3367
H: 5.5821 -3.5476 -0.8641
H: -2.3789 -3.5536 -2.6440
H: 4.7116 1.4308 0.4243
N: -2.1033 1.4492 6.7498
C: -0.5534 3.9738 2.4522
N: 1.3460 -1.5554 7.5428
H: -4.0525 -3.0046 -2.0688
H: 1.0557 3.8024 0.9716
H: 1.4531 -5.5190 1.2093
H: -0.1303 2.5408 1.0005
C: 1.2425 -2.3022 -3.3829
C: 5.2300 -0.2993 -4.7876
C: -2.7017 1.8727 5.8785
H: -3.0613 2.1501 3.8482
C: -0.7361 -5.3755 1.4828
C: 4.5604 3.0955 -0.7770
C: -0.3752 -1.2335 4.0519
H: 0.7300 -3.9981 2.0451
H: -3.3645 -4.5953 -1.7960
H: -1.2182 -0.2091 9.1093
H: 0.6122 -1.4559 0.0192
H: 0.6107 -4.3506 0.3229
H: 4.6458 -2.4103 0.2478
N: 0.6526 6.6419 -3.2857

Forces on atoms 1 to 6 (eV/Å):
0.7 1.7 0.3
-0.4 -0.9 0.5
-0.2 0.1 0.0
0.0 -0.3 -0.3
-0.1 0.1 0.0
-0.3 0.2 0.2